Formula: C54H127N7O9
Source: OMol25
Level of theory: ωB97M-V with the def2-TZVPD basis set

The geometry in XYZ format:
```
197
Properties=species:S:1:pos:R:3:forces:R:3
C -0.45276 2.43478 0.40604 0.5 0.0 -0.2
C 0.42120 1.18122 0.40902 -2.2 -1.3 -0.4
O 1.54609 1.16021 0.91505 1.3 0.3 0.3
O -0.13111 0.15403 -0.13436 0.5 0.2 0.0
H -1.50948 2.28799 0.62938 0.2 -0.4 0.3
H -0.48575 2.73946 -0.63999 0.2 0.4 -0.1
H -0.04383 3.21701 1.04557 -0.1 0.1 -0.2
C -7.16021 6.35919 0.55394 -0.8 0.2 0.2
C -6.59325 5.00988 0.93458 0.0 -1.3 -1.0
C -6.66289 3.95956 -0.23575 0.6 0.9 -0.8
C -5.66112 4.13338 -1.40560 -0.1 0.7 1.9
C -4.26519 4.08452 -0.72722 -0.6 0.3 -1.5
C -4.03443 5.24678 0.24675 -0.4 -1.0 1.2
N -5.12965 5.19473 1.30429 1.2 2.1 3.5
O -4.79353 5.93253 2.48066 -1.7 -2.8 -4.4
C -3.90638 6.54832 -0.47561 -0.8 1.2 -0.2
C -2.69304 5.02480 0.95951 0.5 0.2 0.5
C -7.49885 4.32324 2.01183 0.7 0.9 0.8
H -7.03263 6.95380 1.45852 0.0 0.6 -0.4
H -8.22817 6.30215 0.34348 -0.2 -0.3 0.3
H -6.79326 6.83171 -0.35720 0.6 -0.1 0.3
H -7.67652 3.99309 -0.63516 -0.1 -0.3 0.3
H -6.41771 2.99171 0.20156 -0.4 -0.2 0.1
H -5.75147 5.11151 -1.87803 -0.1 0.1 0.1
H -5.87329 3.43852 -2.21816 0.4 -0.4 0.2
H -3.58425 4.19963 -1.57054 0.7 -0.2 0.3
H -4.07047 3.14979 -0.20140 -0.1 -0.3 0.0
H -3.67162 7.34806 0.22682 0.7 -0.1 0.0
H -4.81760 6.96205 -0.90761 -0.1 -0.6 -0.3
H -3.17865 6.38779 -1.27105 0.2 0.5 0.1
H -2.69361 4.22320 1.69811 -0.3 -0.3 -0.1
H -2.34464 5.89810 1.51093 -0.5 0.2 0.0
H -1.88428 4.84706 0.25070 -0.2 -0.2 -0.4
H -8.51587 4.12596 1.67292 0.2 0.1 -0.6
H -7.65509 4.95505 2.88620 0.3 0.1 0.0
H -7.08050 3.38326 2.37168 0.2 0.0 -0.1
C 1.20324 0.47222 5.40830 0.5 0.4 0.5
C -0.19176 0.93662 4.84941 0.0 -0.5 -1.7
C -0.55994 -0.03144 3.64849 1.1 0.1 0.0
C -1.01637 -1.46523 4.02029 -1.1 2.4 0.3
C -2.24765 -1.32754 5.00254 2.2 -1.0 -1.2
C -1.96544 -0.49735 6.25386 -1.0 -0.5 -0.2
N -1.24473 0.78398 5.86889 -1.3 5.6 7.2
O -1.44794 1.79759 6.79269 1.5 -6.1 -6.5
C -0.98079 -1.22063 7.17790 0.9 -0.6 0.7
C -3.31769 -0.22702 6.97005 1.0 0.5 0.4
C -0.13382 2.39807 4.35159 0.8 0.5 0.5
H 1.47281 0.90345 6.37238 -0.5 -0.1 0.2
H 2.02283 0.83641 4.78882 -0.5 0.4 -0.6
H 1.40135 -0.59916 5.43975 -0.7 -0.1 0.1
H 0.37453 -0.05641 3.08791 0.2 -0.1 -0.1
H -1.18568 0.50442 2.93476 -0.7 -0.2 0.3
H -0.18566 -2.04174 4.42728 -0.2 -0.1 0.0
H -1.44453 -1.93565 3.13515 0.4 -0.2 -0.1
H -2.33984 -2.38868 5.23400 -1.0 0.2 0.8
H -3.09733 -0.96428 4.42445 -0.1 0.0 0.3
H -0.62143 -0.62784 8.01907 -0.1 0.4 -0.2
H -0.11664 -1.64471 6.66654 0.0 0.4 -0.2
H -1.40240 -2.09997 7.66485 -0.8 0.1 -0.3
H -3.69736 -1.19280 7.30354 -0.1 0.0 -0.3
H -4.02890 0.30384 6.33722 0.0 -0.2 -0.1
H -3.17397 0.37332 7.86841 0.0 -0.1 0.0
H 0.64981 2.52198 3.60414 0.0 -0.6 -0.2
H 0.21268 3.06606 5.14015 -0.3 -0.1 0.3
H -1.02247 2.84261 3.90351 -0.4 -0.5 0.3
C 3.77369 0.87056 -1.99188 0.6 -0.1 0.6
C 4.79452 2.03063 -2.07333 0.0 -0.5 0.2
N 4.66811 3.08814 -0.95530 0.8 0.8 -0.3
C 5.81973 4.07153 -1.08150 0.3 -0.2 -0.2
C 3.32583 3.92288 -1.21342 1.2 -0.3 -0.1
C 3.12138 4.26959 -2.69591 -0.4 -0.6 -0.4
C 4.75724 2.45789 0.46065 -3.5 1.0 -1.2
C 6.03872 2.05770 1.01970 1.5 -0.2 -1.0
O 6.75688 1.21755 0.12669 0.6 -1.6 0.8
C 7.75577 0.48732 0.92159 -0.4 0.4 0.2
H 2.74164 1.15569 -1.78774 0.0 0.3 -0.1
H 4.04115 0.15761 -1.21197 0.1 0.1 0.2
H 3.75324 0.24730 -2.88587 0.1 0.5 -0.3
H 4.73311 2.49199 -3.05896 -0.2 0.5 0.4
H 5.82647 1.68610 -2.00637 -0.2 -0.3 0.2
H 5.79898 4.82871 -0.29771 -0.9 0.3 -0.4
H 5.78908 4.42761 -2.11125 0.1 0.5 0.4
H 6.81293 3.67051 -0.87940 -0.2 -0.9 -0.5
H 3.33046 4.90398 -0.73851 0.7 -0.4 0.8
H 2.60244 3.27856 -0.71377 -0.5 0.2 -0.5
H 2.63078 3.44968 -3.22047 -0.3 0.2 -0.1
H 3.98427 4.49734 -3.32173 0.6 -0.2 0.6
H 2.57302 5.20383 -2.81676 -0.5 -0.3 0.4
H 3.98210 1.69251 0.49852 0.2 -0.4 -0.3
H 4.31002 3.20442 1.11699 0.2 0.4 0.1
H 5.78481 1.49220 1.91629 0.2 0.4 0.4
H 6.64285 2.94675 1.20055 0.2 -0.1 0.7
H 7.29390 0.25925 1.88219 0.2 0.4 0.4
H 8.66014 1.08748 1.02175 -0.1 0.0 0.2
H 8.05103 -0.51754 0.61961 -0.2 0.3 -1.3
C -2.95695 0.44402 -2.93256 -1.6 0.4 1.1
C -4.37664 0.56821 -2.21820 1.2 0.0 0.7
N -4.69435 -0.40251 -1.01669 0.1 -0.3 0.2
C -6.06891 0.08904 -0.42642 1.7 -0.1 -0.6
C -4.83653 -1.87807 -1.53016 -0.9 0.6 0.7
C -5.63226 -2.01327 -2.80527 0.1 0.4 -0.7
C -3.59288 -0.32549 0.16520 -0.7 -1.7 -0.9
C -3.93173 -1.15994 1.49894 0.5 -0.1 -1.8
O -3.91878 -2.59049 1.17339 -0.3 2.3 -0.4
C -4.54662 -3.44803 2.09900 0.2 -0.4 0.6
H -2.98256 -0.25982 -3.76446 0.1 -0.3 0.4
H -2.17541 0.27885 -2.19093 0.1 -0.3 -0.2
H -2.74904 1.41750 -3.37664 -0.1 0.1 0.0
H -5.16166 0.49260 -2.97062 -0.1 -0.4 0.3
H -4.52040 1.53095 -1.72773 0.4 0.2 -0.3
H -6.55694 -0.73077 0.10065 -0.1 0.1 -0.3
H -6.61769 0.52745 -1.25993 -0.3 -0.4 0.3
H -5.82042 0.88324 0.27757 -0.1 0.0 -0.1
H -5.40510 -2.34096 -0.72359 0.4 -0.2 -0.1
H -3.87100 -2.37595 -1.61939 0.1 0.5 0.2
H -6.53539 -1.40298 -2.81016 -0.1 -0.2 0.1
H -5.89850 -3.05439 -2.98772 -0.2 0.0 0.4
H -5.07675 -1.74059 -3.70258 0.2 0.2 0.1
H -3.30447 0.71818 0.29041 -0.6 0.1 0.4
H -2.70953 -0.78019 -0.28316 0.0 -0.1 0.1
H -4.83536 -0.79526 1.98735 -0.4 -0.4 -0.2
H -3.11985 -0.97835 2.20318 0.2 0.3 -0.1
H -5.43917 -3.05642 2.58694 -0.1 0.3 -0.2
H -3.82582 -3.69193 2.87941 0.0 -0.2 0.3
H -4.81198 -4.36521 1.57321 0.0 0.1 0.0
C 4.07273 -3.93990 -3.56644 0.4 0.4 -0.2
C 3.76390 -2.50598 -4.03358 -0.5 -0.7 -1.1
N 3.20815 -2.40834 -5.55703 -0.7 0.1 -0.5
C 4.11937 -3.08475 -6.60751 0.6 -0.5 1.7
C 1.80446 -3.09289 -5.64306 -0.7 1.0 -0.1
C 1.02908 -2.95017 -6.98561 0.4 0.7 0.0
C 3.15762 -0.89359 -5.91817 0.0 -0.3 0.6
C 2.01203 -0.08905 -5.35579 -0.9 2.2 0.6
O 1.66878 -0.36058 -4.02099 -1.7 -1.3 1.3
C 0.50282 0.36501 -3.52143 0.9 -0.1 0.4
H 4.39889 -4.58992 -4.37835 0.0 -0.1 0.2
H 3.25894 -4.40923 -3.01364 -0.3 0.1 -0.4
H 4.88182 -3.90655 -2.83682 0.2 0.1 -0.2
H 4.59332 -1.79878 -4.02613 0.3 -0.5 -0.1
H 3.01969 -2.10908 -3.34313 -0.3 0.3 -0.6
H 3.77992 -3.08761 -7.64331 -0.3 0.6 0.4
H 4.21650 -4.12897 -6.31044 -0.2 0.0 -0.1
H 5.11810 -2.66216 -6.49776 -0.1 0.2 -0.3
H 1.23082 -2.58455 -4.86806 0.1 -0.1 0.1
H 1.86756 -4.14775 -5.37586 0.7 0.1 0.0
H 0.36629 -2.08805 -7.06020 0.4 0.5 0.5
H 0.30137 -3.74173 -7.16445 0.6 -0.5 0.1
H 1.71669 -2.83531 -7.82352 -0.2 -0.5 -0.1
H 3.16236 -0.73952 -6.99722 0.0 -0.4 0.0
H 4.06229 -0.42185 -5.53458 0.3 -0.6 -0.1
H 1.16340 0.04660 -6.02626 -0.4 -0.9 0.0
H 2.28234 0.95583 -5.20330 1.0 0.4 -1.2
H 0.26329 0.07881 -2.49732 0.2 -0.9 -0.1
H -0.39131 0.24842 -4.13383 0.3 0.1 -0.3
H 0.74541 1.40444 -3.30039 0.1 0.5 -0.9
C 5.81322 -4.14960 2.74721 -0.1 0.3 0.2
N 5.03787 -3.21351 1.82409 -0.3 -0.3 -0.3
C 5.96583 -2.86061 0.63752 -0.5 1.1 1.2
C 3.88944 -4.01032 1.23112 0.9 -0.3 0.6
C 4.45712 -1.97584 2.66140 1.2 -0.5 -0.3
C 3.16735 -1.39383 2.18004 -0.5 1.1 -1.3
O 3.23155 -1.11172 0.77337 0.9 -1.5 1.0
H 6.68546 -3.59477 3.09282 0.0 -0.2 0.1
H 6.09059 -5.07567 2.24366 0.2 0.4 -0.5
H 5.21836 -4.50530 3.58848 -0.3 0.5 0.0
H 6.90919 -2.49468 1.04282 -0.1 -0.1 0.0
H 5.46041 -2.03808 0.13149 0.1 -0.2 -0.3
H 6.16959 -3.72773 0.00927 -0.4 0.0 0.2
H 3.18754 -4.14585 2.05397 -0.3 -0.1 -0.4
H 4.33263 -4.97073 0.96789 -0.2 -0.1 0.1
H 3.49746 -3.56986 0.31436 -0.2 0.5 0.4
H 5.19015 -1.17105 2.71688 0.5 -0.4 -0.4
H 4.32700 -2.31883 3.68781 0.1 -0.3 -0.1
H 2.98427 -0.44119 2.67708 0.4 0.1 0.4
H 2.32037 -1.98598 2.52658 -0.3 -0.5 -0.6
H 2.66027 -0.37484 0.54482 -0.8 0.8 0.4
C 0.28047 -5.97530 0.46837 -0.6 0.5 -0.3
N -0.25275 -4.54168 0.12791 0.2 1.0 -0.3
C -1.81345 -4.52951 -0.03049 1.5 -0.9 0.0
C 0.16179 -3.51495 1.24909 -0.8 -1.8 -1.1
C 0.31637 -4.10773 -1.27650 0.4 -0.4 -0.3
C 0.36610 -2.62396 -1.73816 -1.3 -1.7 -1.1
O 1.37825 -1.98827 -1.13730 1.9 0.7 1.7
H -0.43232 -6.51976 1.08774 -0.3 0.3 -0.2
H 1.20763 -6.02970 1.03891 0.1 0.9 -0.2
H 0.44205 -6.50795 -0.46878 -0.2 0.1 0.0
H -2.08906 -3.63216 -0.58448 0.0 -0.1 0.3
H -2.31796 -4.60959 0.93240 0.4 0.3 0.0
H -2.04312 -5.43889 -0.58581 -0.1 0.2 -0.2
H 1.25076 -3.47020 1.23340 -0.3 0.3 0.0
H -0.23859 -3.97998 2.14995 0.3 0.1 0.2
H -0.35058 -2.56698 1.08488 0.3 0.0 -0.3
H -0.13493 -4.75846 -2.02548 -0.8 0.2 0.2
H 1.35249 -4.42712 -1.38855 0.2 -0.1 0.9
H -0.60995 -2.13875 -1.73777 -0.1 0.3 0.5
H 0.70264 -2.60282 -2.77469 -0.8 -1.0 -0.7
H 1.07919 -1.14041 -0.80069 -0.5 1.0 0.7
```
Positions in Å, forces in eV/Å.

As for the energy relative to the best compared isomer or geometry (same formula, charge and spin): 0.00 kJ/mol. Its total energy is -3191.95629 a.u. As for the spin multiplicity: 2. The value obtained for the gap between HOMO and LUMO (alpha / beta) is 3.05 / 3.95 eV. The expectation value of S² is 0.7552. The value obtained for the highest occupied orbital energy (alpha / beta) is -0.59141 / -0.62443 Eh. The molar mass comes out at 1018.6 g mol⁻¹. As for the total charge: +5.

Mulliken atomic charge list, values in e, 8 entries: C -1.3350; C 0.3283; O -1.0404; O -0.4708; H -0.1567; H 0.5001; H 0.6674; C -1.6399